(1)
{
  "formula": "C12H25F3O7SSiY",
  "method": "wB97M-V/def2-TZVPD",
  "elements": ["Y", "C", "C", "O", "C", "C", "O", "C", "C", "O", "C", "C", "O", "H", "H", "H", "H", "H", "H", "H", "H", "H", "H", "H", "H", "H", "H", "H", "H", "F", "C", "F", "F", "S", "O", "O", "O", "C", "Si", "C", "C", "H", "H", "H", "H", "H", "H", "H", "H", "H"],
  "coordinates": [[-1.097, 0.332, -1.538], [-0.974, -2.844, 0.233], [-1.237, -3.120, -1.211], [-0.688, -2.062, -2.029], [0.627, -2.261, -2.596], [1.680, -1.580, -1.801], [1.302, -0.181, -1.750], [2.281, 0.563, -0.985], [1.664, 1.885, -0.691], [0.447, 1.715, 0.037], [0.635, 1.308, 1.412], [-0.339, 0.202, 1.686], [-1.372, -1.477, 0.476], [0.081, -2.982, 0.498], [-1.600, -3.479, 0.862], [-2.304, -3.147, -1.436], [-0.808, -4.080, -1.502], [0.575, -1.833, -3.600], [0.835, -3.325, -2.698], [2.631, -1.681, -2.332], [1.804, -1.968, -0.785], [3.187, 0.708, -1.580], [2.541, -0.004, -0.085], [1.382, 2.409, -1.611], [2.366, 2.523, -0.152], [0.423, 2.147, 2.077], [1.655, 0.961, 1.567], [-1.360, 0.562, 1.719], [-0.094, -0.321, 2.610], [4.190, -2.563, 3.859], [3.836, -2.990, 2.641], [4.834, -2.732, 1.795], [3.660, -4.313, 2.698], [2.269, -2.147, 2.123], [1.959, -2.934, 0.876], [2.800, -0.784, 1.787], [-0.194, -0.670, 0.556], [-1.465, 4.057, -0.597], [-2.563, 2.566, -0.316], [-2.927, 2.333, 1.505], [-4.198, 2.754, -1.219], [-1.890, 4.946, -0.119], [-1.370, 4.284, -1.663], [-0.473, 3.903, -0.178], [-3.600, 3.133, 1.833], [-2.035, 2.406, 2.127], [-3.431, 1.386, 1.706], [-4.756, 3.624, -0.856], [-4.834, 1.880, -1.060], [-4.056, 2.893, -2.293]],
  "mulliken_charge": [0.924, 0.107, -0.659, -0.232, -0.940, 0.426, -0.365, -0.017, -1.064, 0.061, -0.606, -0.037, -0.659, -0.040, 0.437, 0.318, 0.372, 0.336, 0.414, 0.576, -0.260, 0.547, 0.107, 0.316, 0.471, 0.545, 0.354, -0.197, 0.441, -0.222, 0.640, -0.231, -0.226, 0.408, -0.942, -0.758, 0.444, -0.950, 0.448, -1.140, -1.057, 0.396, 0.286, 0.192, 0.431, 0.335, 0.328, 0.324, 0.308, 0.308],
  "molar_mass_g_mol": 487.38,
  "total_charge": 1,
  "relative_energy_kj_mol": 484.8,
  "gap_ev": 5.866,
  "homo_energy_ev": -10.60,
  "energy_ev": -55080.0899
}



(2)
{
  "formula": "C15H50O10",
  "method": "wB97M-V/def2-TZVPD",
  "elements": ["C", "C", "C", "O", "H", "H", "H", "H", "H", "H", "H", "H", "C", "C", "C", "O", "H", "H", "H", "H", "H", "H", "H", "H", "C", "C", "C", "O", "H", "H", "H", "H", "H", "H", "H", "H", "C", "C", "C", "O", "H", "H", "H", "H", "H", "H", "H", "H", "C", "C", "C", "O", "H", "H", "H", "H", "H", "H", "H", "H", "O", "H", "H", "O", "H", "H", "O", "H", "H", "O", "H", "H", "O", "H", "H"],
  "coordinates": [[7.457, 13.409, 12.760], [7.050, 11.966, 12.873], [5.606, 11.662, 13.394], [7.220, 11.326, 11.620], [8.510, 13.374, 12.437], [7.425, 13.826, 13.760], [6.775, 13.943, 12.017], [7.722, 11.374, 13.657], [5.490, 12.244, 14.300], [5.539, 10.613, 13.630], [4.824, 12.005, 12.752], [8.092, 11.565, 11.211], [6.513, 8.405, 15.201], [6.566, 7.254, 14.208], [5.385, 6.381, 14.051], [7.028, 7.959, 13.014], [7.474, 8.878, 15.072], [6.261, 8.105, 16.201], [5.726, 9.072, 14.955], [7.397, 6.632, 14.527], [5.153, 5.762, 14.993], [5.688, 5.672, 13.228], [4.514, 6.983, 13.682], [6.869, 7.272, 12.304], [10.241, 7.903, 14.857], [11.478, 7.399, 14.151], [11.245, 6.349, 13.088], [12.289, 8.502, 13.616], [10.352, 8.816, 15.443], [9.722, 7.196, 15.470], [9.574, 8.383, 14.078], [12.178, 6.969, 14.866], [10.469, 6.562, 12.368], [10.956, 5.362, 13.532], [12.169, 6.244, 12.455], [13.056, 8.053, 13.274], [11.215, 10.651, 5.934], [10.352, 9.353, 6.051], [10.875, 8.365, 4.961], [10.529, 8.736, 7.291], [12.234, 10.418, 6.237], [10.776, 11.328, 6.673], [11.226, 11.273, 5.018], [9.316, 9.605, 6.010], [10.996, 8.857, 3.985], [10.198, 7.490, 4.952], [11.890, 8.083, 5.265], [10.093, 9.153, 8.073], [9.567, 13.277, 8.546], [10.634, 12.602, 9.360], [11.660, 13.556, 10.048], [9.922, 11.854, 10.339], [8.828, 13.612, 9.257], [9.036, 12.584, 7.925], [9.971, 14.162, 8.020], [11.155, 11.843, 8.661], [12.435, 13.032, 10.582], [11.223, 14.302, 10.679], [12.110, 14.219, 9.276], [10.531, 11.462, 10.954], [11.979, 10.712, 11.996], [12.658, 10.434, 11.329], [11.984, 9.978, 12.605], [7.956, 9.760, 8.552], [8.342, 10.411, 9.144], [7.074, 9.580, 8.886], [6.622, 6.946, 10.233], [6.016, 7.703, 10.015], [7.385, 6.938, 9.553], [5.309, 9.546, 10.361], [5.031, 10.311, 9.852], [6.115, 9.882, 10.793], [12.884, 9.908, 9.273], [13.600, 10.117, 8.689], [12.380, 9.218, 8.843]],
  "mulliken_charge": [-1.182, 0.900, -1.371, -0.061, 0.290, 0.414, 0.231, -0.040, 0.430, 0.041, 0.411, 0.068, -1.323, 0.781, -1.283, -0.307, 0.239, 0.420, 0.316, 0.075, 0.339, 0.356, 0.280, 0.194, -1.073, 0.537, -1.199, -0.632, 0.436, 0.454, 0.029, 0.157, 0.213, 0.331, 0.379, 0.267, -0.672, 0.484, -1.351, -0.544, 0.201, -0.116, 0.409, 0.286, 0.367, 0.326, 0.334, 0.302, -1.509, 1.148, -1.515, -0.175, 0.379, 0.376, 0.347, -0.176, 0.338, 0.357, 0.406, 0.083, -0.597, 0.220, 0.372, -0.608, 0.298, 0.229, -0.682, 0.313, 0.305, -0.700, 0.315, 0.361, -0.554, 0.271, 0.255],
  "molar_mass_g_mol": 390.56,
  "relative_energy_kj_mol": 143.1,
  "gap_ev": 10.168,
  "homo_energy_ev": -9.75,
  "energy_ev": -36840.5325
}



(3)
{
  "formula": "C18H22BN3O11P2Sc",
  "method": "wB97M-V/def2-TZVPD",
  "elements": ["Sc", "O", "C", "N", "C", "O", "C", "C", "C", "C", "C", "N", "C", "C", "C", "C", "C", "N", "H", "H", "H", "H", "H", "H", "H", "H", "O", "P", "O", "O", "O", "P", "O", "O", "O", "H", "H", "C", "C", "C", "O", "B", "O", "C", "C", "C", "H", "H", "H", "H", "H", "H", "H", "H", "H", "H", "H", "H"],
  "coordinates": [[-0.362, -0.717, 1.313], [-0.738, -2.553, -2.613], [-0.458, -2.135, -1.506], [-1.165, -1.277, -0.706], [-2.194, -0.546, -1.225], [-2.589, -0.474, -2.374], [-2.873, 0.320, -0.175], [-3.998, 1.050, -0.513], [-4.591, 1.841, 0.455], [-4.038, 1.885, 1.725], [-2.904, 1.134, 1.986], [-2.341, 0.362, 1.051], [0.837, -2.603, -0.863], [1.667, -3.475, -1.549], [2.834, -3.897, -0.938], [3.127, -3.451, 0.342], [2.244, -2.584, 0.959], [1.134, -2.158, 0.358], [-4.367, 0.978, -1.526], [-5.475, 2.422, 0.222], [-4.463, 2.491, 2.512], [-2.431, 1.151, 2.961], [1.367, -3.795, -2.536], [3.506, -4.576, -1.449], [4.018, -3.769, 0.865], [2.410, -2.232, 1.971], [0.764, -0.403, 5.489], [-0.550, -0.148, 4.628], [-1.453, 0.842, 5.221], [-0.115, 0.058, 3.170], [-1.244, -1.631, 4.616], [-0.533, -2.796, 3.746], [-1.352, -4.097, 4.193], [0.900, -2.885, 4.148], [-0.880, -2.550, 2.297], [1.168, -1.238, 5.169], [-0.933, -4.482, 4.971], [-0.289, 3.068, -2.773], [0.707, 2.604, -1.725], [1.445, 3.801, -1.133], [-0.013, 1.976, -0.649], [0.726, 0.892, -0.149], [1.835, 0.698, -0.985], [1.661, 1.470, -2.190], [3.021, 1.938, -2.676], [1.027, 0.550, -3.228], [-0.910, 3.862, -2.355], [-0.941, 2.253, -3.081], [0.225, 3.464, -3.653], [0.717, 4.451, -0.647], [1.969, 4.375, -1.901], [2.165, 3.477, -0.380], [3.564, 2.461, -1.890], [2.918, 2.603, -3.537], [3.613, 1.074, -2.981], [0.030, 0.225, -2.927], [1.652, -0.339, -3.333], [0.949, 1.036, -4.203]],
  "mulliken_charge": [-0.250, -0.700, 0.000, 0.350, 0.060, -0.698, 0.487, -0.696, -0.307, -0.914, -0.191, 0.396, 0.875, -0.873, -0.321, -0.915, -0.265, 0.492, 0.526, 0.421, 0.454, 0.493, 0.541, 0.420, 0.417, 0.504, -0.572, 0.359, -0.747, 0.108, -0.275, 0.785, -0.563, -0.820, -0.336, 0.401, 0.316, -1.906, 1.655, -2.118, -0.395, 0.713, -0.500, 1.922, -2.018, -1.840, 0.455, 0.335, 0.319, 0.500, 0.343, 0.363, 0.369, 0.320, 0.486, 0.203, 0.481, 0.354],
  "molar_mass_g_mol": 574.10,
  "total_charge": -1,
  "relative_energy_kj_mol": 0.0,
  "gap_ev": 7.053,
  "homo_energy_ev": -4.71,
  "energy_ev": -85988.5797
}